[1]
Entry from the OMol25 dataset: a molecular structure, C7H13Cl2N5 in a non-equilibrium geometry (the ωB97M-V functional and the def2-TZVPD basis).

Output
Orbital gap in eV: 8.35
HOMO energy in Eh: -0.5899
E_tot in a.u.: -1467.81602
ΔE to the lowest compared entry with this formula, charge and spin in kcal/mol: 129.6
Total charge: +2

Last column: Löwdin charge in e.
Cartesian coordinates (Å):
C  -0.6540  0.3712  1.8014  -0.57
C  1.5415  -0.6517  -1.2322  -0.43
C  -0.5694  0.7038  0.5557  -0.12
C  3.7088  0.7716  -2.0117  -0.05
C  0.1466  1.3659  -1.7360  -0.33
C  -2.9793  -0.6414  2.2640  0.04
C  -1.0594  -2.0800  2.1303  -0.04
N  -0.3802  1.4483  -0.4061  0.21
N  2.5479  1.0652  -2.5065  0.07
N  1.4402  0.5009  -1.7618  -0.13
N  -0.7296  0.9120  -2.7720  0.11
N  -1.4734  -0.6927  2.4638  -0.22
Cl  3.0981  -1.1485  -0.9936  0.98
Cl  0.4382  1.3203  2.8872  0.71
H  4.6111  0.8568  -2.6339  0.15
H  4.0256  1.0480  -1.0216  0.09
H  0.4944  2.3286  -1.9903  0.15
H  -3.1094  -0.5305  1.1403  0.13
H  -3.2826  -1.6181  2.5803  0.09
H  -3.2953  0.3161  2.7257  0.13
H  -1.8132  -2.8034  2.7210  0.16
H  -1.2038  -2.2241  1.0080  0.12
H  0.0590  -2.3689  2.2814  0.14
H  -1.2768  0.0242  -2.5080  0.14
H  2.4121  0.7673  -3.3990  0.14
H  -1.3722  1.5942  -3.1475  0.10
H  -1.3250  -0.6351  3.5613  0.22



[2]
Entry from the OMol25 dataset: 3 unconnected molecules or ions with the total composition C3H7O2 in a non-equilibrium geometry (the ωB97M-V functional and the def2-TZVPD basis).

Output
Orbital gap in eV: 6.54
HOMO energy in Eh: -0.0941
E_tot in a.u.: -268.90873
ΔE to the lowest compared entry with this formula, charge and spin in kcal/mol: 82.4
Total charge: -1

Last column: Löwdin charge in e.
Cartesian coordinates (Å):
C  0.0298  1.8865  -1.2517  -0.09
O  -1.0165  2.3192  -1.8030  -0.11
H  0.8565  2.6091  -1.1480  0.07
H  0.1654  0.8711  -0.7723  0.06
H  -3.3782  -2.2774  -4.1519  0.00
C  1.0607  -0.2453  2.8207  -0.15
C  1.0566  -0.9031  1.5723  -0.57
O  1.3327  -0.5257  0.3845  -0.25
H  0.8192  -0.8111  3.7247  -0.03
H  1.4343  0.7957  3.0075  -0.01
H  0.4400  -1.9442  1.7075  0.08
H  -2.8004  -1.7749  -4.0903  0.00



[3]
Entry from the OMol25 dataset: 2 unconnected molecules or ions with the total composition C3H3OS in a non-equilibrium geometry (the ωB97M-V functional and the def2-TZVPD basis).

Output
Orbital gap in eV: 6.99
HOMO energy in Eh: -0.1140
E_tot in a.u.: -589.49216
ΔE to the lowest compared entry with this formula, charge and spin in kcal/mol: 9.3
Total charge: -1

Last column: Löwdin charge in e.
Cartesian coordinates (Å):
C  0.1330  -1.2536  -0.3682  -0.19
C  -0.5718  -0.4338  0.3417  -0.13
C  0.3264  1.6049  0.4213  -0.95
O  0.6411  1.8957  1.5205  -0.09
S  0.2879  2.3275  -1.1022  0.35
H  -0.3808  -2.1305  -0.6024  -0.01
H  1.1222  -1.2377  -0.7680  0.02
H  -1.5581  -0.7725  0.5572  0.00



[4]
Entry from the OMol25 dataset: 2 unconnected molecules or ions with the total composition C4H11NO2 in a non-equilibrium geometry (the ωB97M-V functional and the def2-TZVPD basis).

Output
Orbital gap in eV: 9.45
HOMO energy in Eh: -0.3232
E_tot in a.u.: -364.17497
Structure (SMILES): CN[C@@H](C)C=O.O
ΔE to the lowest compared entry with this formula, charge and spin in kcal/mol: 58.5
Total charge: 0

Last column: Löwdin charge in e.
Cartesian coordinates (Å):
C  0.5841  -1.4312  -0.6530  -0.13
N  1.4417  -0.2806  -0.4833  -0.11
C  0.8420  0.9642  0.0749  -0.36
C  -0.4075  1.5130  -0.5850  -0.07
C  0.5459  0.6656  1.5035  -0.24
O  0.0065  1.4811  2.2216  0.06
H  1.0867  -2.2664  -1.1817  0.09
H  0.3624  -1.8928  0.3027  0.05
H  -0.4037  -1.0437  -1.1197  0.09
H  2.1742  -0.0402  -1.1138  0.09
H  1.6484  1.7205  0.0675  0.16
H  -0.7768  1.0333  -1.4965  0.07
H  -1.2034  1.9779  -0.0096  0.08
H  -0.0650  2.3276  -1.2881  0.09
H  0.8399  -0.3468  1.8169  0.13
O  -2.0288  -1.7715  0.7318  -0.06
H  -2.9300  -1.7469  0.3973  0.05
H  -1.7168  -0.8630  0.8144  0.02



[5]
Entry from the OMol25 dataset: a molecular structure, C7H11N2O2 in a non-equilibrium geometry (the ωB97M-V functional and the def2-TZVPD basis).

Output
Orbital gap in eV: 10.84
HOMO energy in Eh: -0.5837
E_tot in a.u.: -532.90274
ΔE to the lowest compared entry with this formula, charge and spin in kcal/mol: 95.2
Total charge: +1

Last column: Löwdin charge in e.
Cartesian coordinates (Å):
C  -0.6007  -0.3848  -0.0770  -0.02
C  -2.8538  -0.5763  -0.0273  -0.47
C  -1.3554  2.5003  -0.1101  0.14
C  1.2653  0.0596  1.3445  0.03
C  1.3907  0.1965  -1.1819  -0.04
C  1.1373  -2.0449  0.0054  0.00
C  0.8203  -0.5767  -0.0502  -0.57
N  -1.5730  -1.0725  0.0445  0.30
N  -1.4381  1.2912  -0.2707  0.04
O  -3.8678  -1.0592  0.2232  0.28
O  -2.7561  0.7865  -0.3177  0.09
H  -2.2320  3.1403  0.0528  0.14
H  -0.4001  3.0946  -0.1275  0.15
H  1.4048  1.0245  1.2868  0.02
H  0.6817  -0.4118  2.1303  0.11
H  2.3636  -0.2609  1.4616  0.14
H  1.4898  -0.4142  -2.1651  0.13
H  2.3634  0.8312  -0.9860  0.14
H  0.7130  1.0591  -1.4006  0.07
H  0.3841  -2.5138  0.7689  0.14
H  2.0394  -2.1995  0.4281  0.05
H  1.0236  -2.4694  -1.0321  0.13



[6]
Entry from the OMol25 dataset: H5NOSi2 in the gas phase in a non-equilibrium geometry (the ωB97M-V functional and the def2-TZVPD basis).

Output
Orbital gap in eV: 10.44
HOMO energy in Eh: -0.3589
E_tot in a.u.: -712.05255
ΔE to the lowest compared entry with this formula, charge and spin in kcal/mol: 2.4
Total charge: 0

Last column: Löwdin charge in e.
Cartesian coordinates (Å):
N  -0.1454  1.0534  0.1615  -0.25
O  0.1725  -1.3686  0.2653  -0.46
Si  -1.2050  -0.3059  0.0405  0.42
Si  1.2517  -0.1005  0.0261  0.43
H  -0.1837  1.9650  0.6466  0.03
H  -2.4095  -0.4001  0.8321  -0.06
H  -1.4390  -0.4693  -1.4301  -0.03
H  1.5501  -0.1313  -1.4288  -0.03
H  2.4082  -0.2427  0.8868  -0.05